# 1
C54H50BrInN4O7S | ωB97M-V/def2-TZVPD

Properties
Energy: -163144.7736 eV
LUMO (spin up / spin down): -2.160 / -2.162 eV
Energy relative to the best compared isomer or geometry (same formula, charge and spin): 80.8 kcal/mol
Kohn-Sham gap (spin up / spin down): 4.8 / 4.8 eV

Positions of all 118 atoms, in Å:
1 In 0.381 0.232 -0.257
2 C -0.160 -1.457 -9.250
3 O -0.334 -2.587 -8.393
4 C -0.243 -2.536 -7.026
5 C 0.960 -2.363 -6.378
6 C 1.029 -2.209 -5.015
7 C -0.155 -2.451 -4.208
8 C -1.263 -2.973 -4.896
9 C -1.385 -2.875 -6.271
10 C -0.099 -2.252 -2.737
11 C -1.267 -1.701 -2.073
12 C -2.641 -1.659 -2.532
13 C -3.414 -1.245 -1.467
14 C -2.572 -1.090 -0.365
15 N -1.221 -1.245 -0.776
16 C -2.914 -1.024 1.013
17 C -2.026 -0.420 1.930
18 C -2.061 -0.405 3.375
19 C -0.960 0.345 3.836
20 C -0.354 0.867 2.690
21 C 0.911 1.770 2.624
22 C 1.074 2.669 3.862
23 C 2.318 3.113 4.218
24 C 2.531 3.831 5.397
25 C 1.427 4.510 6.004
26 O 1.513 5.468 6.970
27 C 2.597 5.391 8.030
28 C 0.129 4.087 5.672
29 C -0.037 3.177 4.594
30 C 2.057 0.825 2.400
31 N 2.106 -0.016 1.279
32 C 3.193 -0.909 1.416
33 C 3.578 -1.970 0.622
34 C 4.869 -2.671 0.890
35 C 5.059 -3.304 2.144
36 C 6.272 -3.866 2.503
37 C 7.361 -3.737 1.569
38 O 8.559 -4.300 1.871
39 C 9.152 -3.909 3.116
40 C 7.174 -3.218 0.318
41 C 5.909 -2.688 -0.064
42 C 2.784 -2.379 -0.543
43 C 3.084 -3.347 -1.456
44 C 2.106 -3.462 -2.398
45 C 1.125 -2.458 -1.985
46 N 1.438 -1.951 -0.760
47 C 3.802 -0.586 2.741
48 C 3.115 0.471 3.293
49 N -0.904 0.355 1.539
50 C -4.283 -1.473 1.391
51 C -4.807 -2.641 0.694
52 C -6.020 -3.152 1.023
53 C -6.725 -2.545 2.099
54 O -7.714 -3.305 2.718
55 C -8.942 -2.474 2.912
56 C -6.352 -1.297 2.607
57 C -5.048 -0.891 2.396
58 H -1.137 -1.062 -9.537
59 H 0.463 -0.714 -8.777
60 H 0.351 -1.811 -10.158
61 H 1.888 -2.296 -6.965
62 H 1.992 -1.914 -4.543
63 H -2.104 -3.429 -4.325
64 H -2.307 -3.031 -6.786
65 H -2.935 -1.862 -3.524
66 H -4.480 -1.196 -1.394
67 H -2.837 -0.943 3.946
68 H -0.699 0.582 4.900
69 H 3.243 2.865 3.661
70 H 3.548 4.043 5.698
71 H 2.300 6.131 8.799
72 H 2.637 4.363 8.405
73 H 3.505 5.689 7.513
74 H -0.743 4.486 6.215
75 H -1.045 2.906 4.278
76 H 4.139 -3.359 2.711
77 H 6.338 -4.344 3.489
78 H 10.186 -4.367 3.056
79 H 9.254 -2.852 3.241
80 H 8.641 -4.340 4.012
81 H 7.985 -3.010 -0.384
82 H 5.688 -2.187 -1.048
83 H 3.944 -3.958 -1.411
84 H 1.987 -4.089 -3.307
85 H 4.451 -1.217 3.320
86 H 3.399 0.944 4.216
87 H -4.224 -3.171 -0.067
88 H -6.368 -4.037 0.535
89 H -9.709 -3.225 2.831
90 H -8.900 -2.080 3.917
91 H -9.105 -1.810 2.067
92 H -7.023 -0.808 3.316
93 H -4.554 -0.105 3.064
94 Br 1.814 0.615 -2.504
95 O 0.852 2.714 1.606
96 O 0.905 2.248 0.269
97 C -2.219 5.321 -0.835
98 C -3.181 4.099 -0.712
99 C -3.458 3.350 -2.059
100 S -2.236 1.950 -2.516
101 O -1.193 1.679 -1.492
102 C -1.620 2.510 -4.135
103 C -0.955 3.843 -4.129
104 C -1.080 4.626 -5.511
105 H -2.496 5.826 -1.824
106 H -1.189 5.041 -0.774
107 H -2.463 5.963 -0.026
108 H -4.224 4.399 -0.355
109 H -2.742 3.420 0.053
110 H -3.472 3.996 -2.943
111 H -4.417 2.843 -2.006
112 H -2.537 2.463 -4.808
113 H -0.934 1.705 -4.447
114 H 0.135 3.741 -3.888
115 H -1.314 4.421 -3.294
116 H -1.080 3.864 -6.340
117 H -0.291 5.369 -5.570
118 H -2.081 5.132 -5.633

---

# 2
C54H51NOP3S3W | ωB97M-V/def2-TZVPD

Properties
Net charge: +1
Energy: -122557.8742 eV
LUMO (spin up / spin down): -2.903 / -2.885 eV
Energy relative to the best compared isomer or geometry (same formula, charge and spin): 13.7 kcal/mol
Kohn-Sham gap (spin up / spin down): 6.4 / 6.3 eV

Positions of all 114 atoms, in Å:
1 W -0.321 0.125 0.461
2 C 3.059 2.537 0.541
3 C 3.320 1.030 0.559
4 P 2.210 -0.054 -0.413
5 C 3.175 -1.619 -0.428
6 C 4.010 -1.949 0.636
7 C 4.777 -3.104 0.602
8 C 4.718 -3.948 -0.493
9 C 3.902 -3.620 -1.566
10 C 3.147 -2.462 -1.537
11 C 2.405 0.473 -2.144
12 C 3.499 1.209 -2.592
13 C 3.626 1.523 -3.936
14 C 2.676 1.085 -4.848
15 C 1.595 0.332 -4.413
16 C 1.459 0.034 -3.066
17 C 1.841 2.970 1.350
18 P 0.268 2.598 0.481
19 C -0.947 3.554 1.453
20 C -2.098 4.049 0.847
21 C -3.061 4.706 1.592
22 C -2.887 4.881 2.959
23 C -1.739 4.404 3.569
24 C -0.773 3.747 2.819
25 C 0.483 3.629 -1.010
26 C 0.680 5.007 -0.871
27 C 0.913 5.798 -1.981
28 C 0.948 5.228 -3.250
29 C 0.745 3.867 -3.401
30 C 0.512 3.078 -2.281
31 H 2.973 2.899 -0.487
32 H 3.943 3.030 0.953
33 H 3.256 0.660 1.588
34 H 4.340 0.814 0.222
35 H 4.079 -1.310 1.503
36 H 5.418 -3.340 1.439
37 H 5.313 -4.849 -0.516
38 H 3.861 -4.262 -2.435
39 H 2.544 -2.214 -2.399
40 H 4.257 1.550 -1.903
41 H 4.471 2.107 -4.271
42 H 2.784 1.328 -5.895
43 H 0.858 -0.027 -5.117
44 H 0.605 -0.560 -2.740
45 H 1.888 4.044 1.559
46 H 1.821 2.445 2.310
47 H -2.227 3.959 -0.224
48 H -3.946 5.094 1.104
49 H -3.640 5.391 3.540
50 H -1.594 4.535 4.632
51 H 0.104 3.371 3.325
52 H 0.642 5.467 0.108
53 H 1.062 6.862 -1.861
54 H 1.131 5.850 -4.114
55 H 0.772 3.414 -4.381
56 H 0.356 2.010 -2.409
57 C -3.713 -0.230 -0.346
58 P -2.195 0.223 -1.223
59 C -2.729 1.748 -2.050
60 C -2.024 -0.958 -2.583
61 C -1.733 -0.509 -3.871
62 C -1.608 -1.415 -4.913
63 C -1.772 -2.772 -4.673
64 C -2.063 -3.224 -3.394
65 C -2.181 -2.321 -2.350
66 H -3.552 -1.126 0.250
67 H -4.531 -0.392 -1.052
68 H -3.960 0.594 0.320
69 H -3.506 1.495 -2.773
70 H -1.932 2.290 -2.547
71 H -3.162 2.395 -1.290
72 H -1.607 0.546 -4.071
73 H -1.396 -1.059 -5.911
74 H -1.678 -3.476 -5.487
75 H -2.184 -4.279 -3.199
76 H -2.393 -2.682 -1.353
77 O -0.434 -1.874 0.129
78 C -0.397 -3.004 0.971
79 C 0.813 -2.967 1.887
80 C 1.593 -4.007 2.282
81 C 2.584 -3.641 3.246
82 C 2.557 -2.321 3.545
83 S 1.298 -1.522 2.697
84 C -0.297 -4.208 0.068
85 C 0.319 -4.214 -1.147
86 C 0.369 -5.498 -1.742
87 C -0.211 -6.449 -0.954
88 S -0.830 -5.786 0.488
89 C -1.662 -3.070 1.793
90 C -1.884 -2.616 3.061
91 C -3.242 -2.708 3.461
92 C -4.028 -3.244 2.487
93 S -3.128 -3.647 1.098
94 H 1.454 -5.007 1.908
95 H 3.284 -4.334 3.685
96 H 3.184 -1.774 4.225
97 H 0.697 -3.313 -1.597
98 H 0.801 -5.707 -2.708
99 H -0.325 -7.497 -1.158
100 H -1.109 -2.225 3.699
101 H -3.604 -2.403 4.429
102 H -5.081 -3.460 2.528
103 N -1.173 0.522 1.937
104 C -1.852 0.838 3.117
105 C -3.216 1.100 3.069
106 C -3.875 1.466 4.231
107 C -3.181 1.551 5.432
108 C -1.822 1.270 5.473
109 C -1.152 0.918 4.312
110 H -3.741 1.034 2.130
111 H -4.932 1.686 4.200
112 H -3.700 1.834 6.336
113 H -1.280 1.336 6.405
114 H -0.089 0.716 4.326

---

Q: Among the records above, which one has the lowest energy?
A: C54H50BrInN4O7S

---

Q: What is the formula in the second record?
A: C54H51NOP3S3W

---

Q: Number 2 is which compound?
A: C54H51NOP3S3W

---

Q: Which formula does entry 2 have?
A: C54H51NOP3S3W